(1)
{"formula": "C5H17ClOSi3", "method": "wB97M-V/def2-TZVPD", "symbols": ["C", "C", "C", "C", "C", "O", "Si", "Si", "Si", "Cl", "H", "H", "H", "H", "H", "H", "H", "H", "H", "H", "H", "H", "H", "H", "H", "H", "H"], "coordinates": [[0.548051, -2.352893, -0.700406], [2.131722, -1.414118, 1.846843], [2.915038, -0.275135, -0.988307], [-0.303024, 2.574327, -1.188776], [-1.407085, 1.922834, 1.768344], [0.428512, 0.280198, 0.328421], [-3.886881, -0.561094, -0.966056], [1.507057, -0.929482, 0.116245], [-0.835160, 1.268704, 0.082550], [-5.145697, -0.356999, 0.622780], [0.100861, -2.035448, -1.637407], [1.181750, -3.209655, -0.904707], [-0.259102, -2.683604, -0.052303], [1.296697, -1.610971, 2.512768], [2.741546, -2.312193, 1.808026], [2.732827, -0.628971, 2.296517], [3.586470, -1.073368, -1.293038], [2.521253, 0.184876, -1.891324], [3.511697, 0.473741, -0.473679], [0.496404, 3.193080, -0.783319], [0.072777, 2.099807, -2.090781], [-1.124413, 3.225209, -1.466361], [-1.509287, 1.108841, 2.479005], [-0.701895, 2.642375, 2.183694], [-2.372406, 2.412550, 1.680829], [-4.543753, 0.048887, -2.117111], [-3.683965, -1.991508, -1.172456]], "forces_ev_per_angstrom": [[0.48, 0.46, 0.33], [-0.15, 0.08, -0.76], [-0.50, -0.36, 0.42], [-0.06, -0.11, 0.49], [0.19, 0.11, -0.44], [0.34, 0.04, 0.27], [-0.04, -0.13, -0.14], [0.33, -0.38, -0.01], [-0.10, 0.52, -0.05], [-0.30, 0.10, 0.48], [-0.03, 0.12, -0.20], [0.14, -0.18, -0.05], [-0.11, -0.03, 0.17], [-0.20, -0.04, 0.05], [0.13, -0.18, -0.02], [0.08, 0.19, -0.01], [0.11, -0.17, -0.03], [-0.14, 0.03, -0.12], [0.02, 0.10, 0.15], [0.14, 0.12, 0.08], [0.01, -0.15, -0.09], [-0.19, 0.13, -0.05], [-0.01, -0.20, 0.03], [0.14, 0.09, 0.02], [-0.16, 0.09, -0.02], [-0.19, 0.18, -0.40], [0.07, -0.45, -0.11]], "nbo_charge": [-1.124, -1.119, -1.122, -1.140, -1.139, -1.287, 0.777, 1.882, 1.507, -0.396, 0.235, 0.235, 0.237, 0.238, 0.233, 0.238, 0.235, 0.236, 0.238, 0.233, 0.238, 0.236, 0.243, 0.234, 0.238, -0.193, -0.193], "s2": 2.003, "spin_multiplicity": 3, "charge": 0, "homo_lumo_gap_ev": [6.8, 8.3]}

=====

(2)
{"formula": "C5H17N2O", "method": "wB97M-V/def2-TZVPD", "symbols": ["C", "C", "C", "C", "N", "C", "N", "H", "H", "H", "H", "H", "H", "H", "H", "H", "H", "H", "H", "H", "H", "H", "H", "H", "O"], "coordinates": [[0.813657, 0.923269, 0.573977], [-0.519014, 1.790357, 0.162839], [-1.732675, 0.976263, -0.072719], [-1.813697, -0.570393, 0.427400], [-1.061267, -1.413445, -0.549441], [-1.173628, -2.821249, -0.140104], [1.339189, 0.023792, -0.498315], [0.514186, 0.342766, 1.468448], [1.630327, 1.773775, 0.640497], [-0.678327, 2.471457, 1.088516], [-0.381945, 2.428294, -0.670013], [-1.720093, 0.949721, -1.174968], [-2.630532, 1.585085, 0.370029], [-2.906894, -0.875011, 0.514280], [-1.558699, -0.644981, 1.505057], [-1.303878, -1.054519, -1.493183], [-0.281546, -3.382177, 0.091228], [-1.561452, -3.352791, -1.122020], [-1.981178, -3.107331, 0.644300], [2.053670, -0.545116, -0.229204], [1.685567, 0.601975, -1.367991], [-0.038566, -1.148226, -0.452026], [4.379830, 1.436123, -0.598593], [4.597282, 2.209848, 0.518551], [4.329683, 1.402513, 0.363454]], "forces_ev_per_angstrom": [[0.57, 3.19, -1.71], [2.34, -0.66, 4.00], [-2.30, -1.08, 0.32], [-1.92, 3.07, 0.42], [0.64, 0.80, 2.65], [-3.35, -3.56, -2.84], [-2.85, 2.84, -2.95], [0.90, 0.51, -0.33], [-1.55, -1.89, 1.14], [0.45, -1.04, -1.49], [0.58, 0.68, -0.77], [-1.21, -0.28, 0.18], [1.31, -1.51, -1.29], [1.30, 0.18, -0.96], [0.94, -0.40, -0.91], [-0.18, -1.21, 0.50], [0.68, 0.74, 0.19], [0.68, 0.66, 2.04], [1.41, 1.29, -1.26], [2.67, -1.48, 1.24], [-0.97, -1.54, 2.41], [-0.11, 0.67, -0.52], [-0.06, -0.69, -0.16], [2.29, 6.76, 2.23], [-2.24, -6.05, -2.12]], "nbo_charge": [-0.240, -0.416, -0.426, -0.252, -0.573, -0.463, -0.886, 0.202, 0.231, 0.225, 0.219, 0.196, 0.255, 0.241, 0.240, 0.445, 0.249, 0.240, 0.255, 0.383, 0.389, 0.481, 0.459, 0.457, -0.912], "charge": 1, "homo_lumo_gap_ev": 10.6}

=====

(3)
{"formula": "C5H17N2O", "method": "wB97M-V/def2-TZVPD", "symbols": ["C", "N", "C", "C", "C", "N", "C", "H", "H", "H", "H", "H", "H", "H", "H", "H", "H", "H", "H", "H", "H", "H", "H", "H", "O"], "coordinates": [[-0.880768, 0.740598, -0.760781], [-0.741144, -0.776877, -0.712532], [0.060438, -1.418637, -1.854135], [-0.825065, -1.896373, -2.965177], [0.169032, 1.179172, 0.166739], [0.242277, 0.101840, 1.356960], [-0.824005, 0.213466, 2.355059], [-0.501923, 0.953821, -1.826206], [-1.861155, 1.048217, -0.584077], [-1.617713, -1.240369, -0.733313], [0.607573, -0.563189, -2.296824], [0.609208, -2.167482, -1.334540], [-0.394970, -2.536894, -3.744193], [-1.428533, -1.074847, -3.460493], [-1.645614, -2.752467, -2.835053], [-0.086686, 2.136215, 0.661785], [1.193689, 1.082805, -0.256800], [1.145044, 0.265967, 1.755797], [0.159354, -0.737656, 0.767672], [-1.460991, -0.797064, 2.395899], [-1.473903, 1.006204, 2.117412], [-0.377895, 0.249835, 3.382551], [3.188578, 1.642968, 2.458191], [2.407482, 2.378257, 1.371781], [2.354091, 1.615198, 1.999898]], "forces_ev_per_angstrom": [[2.36, -3.44, -3.29], [0.23, 0.10, -1.37], [-1.72, 1.94, 0.47], [-3.29, -2.19, -1.64], [0.94, -0.20, 2.96], [-0.23, 2.13, -1.36], [-0.56, -3.75, 1.66], [-1.16, 0.60, 1.48], [-1.45, 0.62, 0.31], [-1.08, -0.16, 0.12], [0.65, -0.87, 0.46], [1.00, -0.61, -0.36], [1.11, 0.98, -0.14], [0.99, -0.74, 0.53], [1.26, 1.92, 1.26], [0.73, -0.32, -0.43], [-0.83, 0.53, 0.19], [0.79, 0.04, 0.44], [-0.32, -0.53, -0.09], [1.33, 2.22, -0.42], [-0.70, 1.03, 0.05], [-0.45, 0.49, -1.03], [0.54, -0.07, 0.42], [-0.07, -0.90, 0.82], [-0.07, 1.17, -1.05]], "nbo_charge": [-0.273, -0.675, -0.226, -0.681, -0.213, -0.556, -0.441, 0.225, 0.228, 0.388, 0.195, 0.214, 0.255, 0.223, 0.232, 0.233, 0.230, 0.458, 0.463, 0.234, 0.217, 0.247, 0.502, 0.494, -0.973], "charge": 1, "homo_lumo_gap_ev": 10.7}

=====

(4)
{"formula": "C5H17N2O", "method": "wB97M-V/def2-TZVPD", "symbols": ["C", "N", "C", "C", "H", "H", "H", "H", "H", "H", "H", "H", "H", "C", "O", "C", "N", "H", "H", "H", "H", "H", "H", "H", "H"], "coordinates": [[0.097364, 2.041561, -0.852653], [-0.430781, 0.672058, -1.124191], [-1.735472, 0.708244, -1.856903], [0.555351, -0.200209, -1.812771], [-0.685187, 2.622581, -0.372704], [0.334416, 2.497780, -1.808655], [0.982487, 1.989761, -0.225488], [-2.120325, -0.302194, -1.953605], [-2.453100, 1.326682, -1.333020], [-1.558167, 1.110464, -2.850071], [0.116664, -1.186169, -1.933468], [1.463810, -0.262219, -1.217098], [0.770449, 0.223944, -2.786196], [0.993046, -1.877242, 1.751788], [2.232043, -1.981683, 2.324014], [0.362079, -0.488637, 2.029198], [-0.908419, -0.312078, 1.377378], [0.380778, -2.659800, 2.190623], [1.038193, -2.058074, 0.666751], [2.872734, -1.409779, 1.869815], [0.231499, -0.336706, 3.117173], [1.026035, 0.314369, 1.676000], [-1.513593, -1.134063, 1.514891], [-0.633039, 0.219558, -0.152935], [-1.418874, 0.481841, 1.762137]], "forces_ev_per_angstrom": [[-0.31, -0.13, -0.39], [-0.34, -0.36, 1.03], [0.29, -0.08, -0.25], [-0.23, 0.11, 0.06], [0.03, 0.05, 0.08], [0.14, 0.15, -0.02], [0.07, -0.03, -0.03], [0.01, -0.09, 0.04], [0.01, 0.13, 0.16], [-0.03, 0.10, -0.08], [-0.01, -0.09, -0.08], [0.07, 0.11, -0.07], [0.16, -0.01, -0.15], [-0.24, -1.56, 1.13], [-0.37, 0.03, -0.29], [-0.49, 2.12, -0.01], [-0.43, -1.31, 0.36], [-0.08, -0.07, 0.13], [0.22, 0.49, -0.34], [0.60, 0.19, -0.09], [0.50, -0.78, -0.04], [0.03, -0.09, 0.25], [0.14, 0.43, -0.04], [0.08, 0.50, -1.29], [0.18, 0.19, -0.07]], "nbo_charge": [-0.422, -0.385, -0.425, -0.420, 0.239, 0.250, 0.218, 0.236, 0.240, 0.246, 0.232, 0.205, 0.255, -0.116, -0.239, -0.207, -0.790, 0.253, 0.295, 0.519, 0.294, 0.222, 0.415, 0.450, 0.435], "s2": 0.755, "spin_multiplicity": 2, "charge": 2, "homo_lumo_gap_ev": [12.3, 4.9]}